{
  "formula": "C20H40NP3S2Sc",
  "method": "ωB97M-V/def2-TZVPD",
  "total_charge": 3,
  "gap_ev": [4.91, 3.61],
  "elements": ["Sc", "P", "P", "P", "H", "C", "C", "H", "C", "C", "C", "C", "C", "C", "C", "C", "C", "H", "H", "H", "H", "H", "H", "H", "H", "H", "H", "H", "H", "H", "H", "H", "H", "H", "H", "H", "H", "H", "H", "H", "H", "H", "H", "H", "H", "H", "C", "C", "C", "C", "C", "C", "S", "H", "H", "H", "H", "H", "H", "S", "C", "C", "N", "C", "H", "H", "H"],
  "positions_angstrom": [[0.3568, -0.4350, 0.6561], [-0.5696, 1.6714, 2.2373], [-2.3996, -0.6552, 0.4040], [2.5425, 1.3065, 0.8225], [0.3532, -1.9288, -6.3557], [1.3913, -2.1574, -6.0724], [1.7326, -3.2342, -5.3524], [1.0033, -3.8753, -4.8406], [-1.0864, 3.1646, 1.3015], [-2.0408, 1.3822, 3.2987], [0.4889, 2.4309, 3.5267], [-2.7542, -1.9267, -0.8595], [-3.6613, -1.1788, 1.6399], [-3.2910, 0.7559, -0.3659], [3.8337, 0.7966, -0.3724], [3.6408, 1.5207, 2.2836], [2.3898, 3.0797, 0.3216], [2.1566, -1.5127, -6.5203], [2.7774, -3.5466, -5.3135], [-1.3118, 3.9699, 2.0109], [-1.9785, 2.9600, 0.7015], [-0.2835, 3.4959, 0.6332], [-2.1750, 2.2393, 3.9755], [-1.8753, 0.4836, 3.9090], [-2.9575, 1.2624, 2.7092], [-0.1149, 3.1573, 4.0873], [1.3550, 2.9527, 3.1089], [0.8366, 1.6594, 4.2245], [-3.8372, -2.0739, -0.9668], [-2.2708, -2.8733, -0.5875], [-2.3535, -1.6151, -1.8271], [-4.6287, -0.7119, 1.3935], [-3.3532, -0.8975, 2.6534], [-3.7723, -2.2722, 1.6019], [-4.2929, 0.4037, -0.6463], [-2.7437, 1.0926, -1.2556], [-3.3854, 1.5911, 0.3370], [4.6432, 1.5400, -0.3572], [3.4246, 0.7054, -1.3840], [4.2254, -0.1825, -0.0690], [4.6332, 1.8244, 1.9317], [3.7249, 0.5671, 2.8082], [3.2496, 2.2737, 2.9750], [3.3973, 3.4630, 0.1011], [1.9436, 3.6925, 1.1164], [1.7631, 3.1568, -0.5776], [0.6847, -1.5664, -2.4818], [0.9728, -0.3504, -3.1527], [0.1060, 0.1227, -4.1357], [-1.0313, -0.6190, -4.4802], [-1.2568, -1.8773, -3.9046], [-0.3590, -2.3766, -2.9741], [1.5616, -2.0531, -1.0747], [0.0899, 0.6288, -0.7429], [1.8422, 0.2245, -2.8497], [0.3183, 1.0515, -4.6814], [-1.7194, -0.2683, -5.2468], [-2.1522, -2.4602, -4.1455], [-0.4878, -3.3784, -2.5589], [-0.8721, -2.7338, 4.2066], [0.4952, -1.8395, 4.8010], [1.1467, -1.1928, 3.7868], [0.5897, -1.4412, 2.5255], [-0.4761, -2.2801, 2.6029], [0.7612, -1.8130, 5.8450], [2.0163, -0.5415, 3.8731], [-0.9562, -2.7583, 1.7418]],
  "forces_ev_per_angstrom": [[0.40, 0.02, 1.26], [-0.53, 0.93, 0.26], [-1.35, 0.00, -0.77], [1.12, 1.00, -0.43], [0.47, -0.01, 0.46], [-0.01, 0.06, -0.30], [0.00, 0.03, 0.08], [0.24, 0.11, -0.56], [0.11, -0.06, -0.12], [-0.06, -0.24, -0.02], [0.33, -0.17, 0.06], [0.26, -0.14, -0.28], [0.43, -0.17, 0.60], [0.38, 0.12, 0.02], [-0.13, -0.43, -0.10], [-0.40, -0.35, 0.29], [-0.47, -0.15, -0.08], [-0.28, -0.43, -0.02], [-0.24, 0.20, 0.35], [0.01, -0.15, -0.13], [0.26, 0.10, 0.11], [-0.24, -0.05, 0.14], [0.05, -0.24, -0.26], [-0.14, 0.19, -0.08], [0.23, 0.01, 0.16], [0.14, -0.18, -0.19], [-0.26, -0.12, 0.10], [-0.02, 0.22, -0.09], [0.26, 0.00, 0.15], [-0.23, 0.03, -0.08], [-0.19, 0.01, 0.33], [0.41, -0.18, 0.09], [-0.32, -0.10, -0.20], [0.01, 0.31, 0.03], [0.28, 0.14, 0.03], [-0.20, 0.03, 0.18], [-0.09, -0.22, -0.22], [-0.24, -0.26, -0.06], [0.17, 0.06, 0.17], [0.03, 0.20, -0.15], [-0.23, -0.04, 0.07], [0.23, 0.10, 0.08], [0.17, -0.22, -0.16], [-0.33, -0.14, 0.10], [0.14, -0.18, -0.25], [0.23, 0.10, 0.18], [0.93, -0.70, 1.49], [-0.46, 1.75, -0.38], [0.43, 0.25, -0.17], [0.00, -0.09, -0.04], [0.04, -0.51, 0.54], [-0.93, -0.85, -0.53], [-0.76, 0.02, -0.87], [-0.23, 1.00, -1.61], [-0.06, -0.12, -0.19], [-0.04, -0.40, 0.42], [0.15, 0.11, 0.15], [0.45, 0.20, -0.15], [-0.01, 0.33, -0.07], [1.07, 0.38, -0.52], [-0.14, 0.27, -0.80], [-0.86, -0.57, -0.36], [-0.77, -1.22, 0.82], [1.14, 0.36, 1.11], [-0.15, -0.05, 0.11], [-0.32, -0.30, -0.01], [0.11, 0.38, 0.33]],
  "mulliken_charge": [-0.733, 0.964, 1.001, 1.203, 0.306, -0.498, -0.457, 0.276, -1.066, -1.151, -1.167, -0.945, -1.326, -1.447, -1.184, -1.336, -1.305, 0.285, 0.291, 0.427, 0.263, 0.204, 0.538, 0.276, 0.363, 0.554, 0.240, 0.346, 0.515, 0.401, -0.114, 0.443, 0.312, 0.485, 0.501, 0.378, 0.377, 0.521, 0.209, 0.378, 0.447, 0.377, 0.408, 0.470, 0.397, 0.373, 1.033, -0.153, -0.608, -0.549, -0.436, -0.984, -0.067, 0.235, 0.289, 0.565, 0.502, 0.452, 0.548, 0.031, -0.322, -0.505, 0.069, -0.314, 0.464, 0.387, 0.565]
}